(1)
{
  "formula": "C39H28Cl3MgN7O4S2Te",
  "method": "wB97M-V/def2-TZVPD",
  "max_force_ev_per_a": 1.00,
  "homo_ha": -0.030,
  "relative_energy_kj_mol": 77.9,
  "total_charge": -2,
  "orbital_gap_ev": 4.10,
  "e_tot_ha": -4832.481803,
  "elements": ["C", "H", "H", "C", "H", "Te", "O", "C", "S", "H", "Cl", "C", "C", "C", "H", "C", "H", "C", "H", "N", "N", "N", "C", "Cl", "H", "C", "N", "H", "C", "H", "H", "C", "C", "H", "Cl", "H", "H", "C", "C", "N", "H", "O", "C", "H", "C", "C", "C", "N", "H", "C", "C", "C", "C", "H", "H", "H", "C", "C", "S", "H", "Mg", "H", "C", "C", "C", "O", "H", "H", "C", "C", "N", "C", "O", "C", "H", "C", "H", "C", "C", "H", "C", "C", "H", "C", "C"],
  "coordinates": [[5.24, -2.38, -3.74], [7.22, 2.50, 1.26], [-6.88, 4.82, -0.79], [-5.52, -3.23, 1.85], [-6.53, 3.80, 3.36], [-3.93, -2.06, 1.14], [0.84, -3.67, -0.33], [0.58, 0.91, 5.94], [-6.29, -4.40, 0.84], [-3.06, -0.04, -2.72], [1.69, -0.44, -4.60], [0.28, -3.71, 0.98], [-6.82, 4.41, 1.32], [-3.50, 1.85, 0.45], [-4.58, 2.34, 2.81], [-7.41, -4.90, 2.06], [3.43, 1.63, -4.40], [-0.07, -0.09, 3.81], [-4.96, 3.32, -1.30], [-0.73, -0.13, 2.86], [0.23, 1.49, 0.51], [-2.39, 0.48, -0.87], [0.84, 1.58, -0.65], [7.01, 0.50, 3.26], [2.85, 3.40, 1.09], [1.88, -0.93, 5.01], [-3.43, 1.39, -0.78], [-0.41, -3.41, -4.64], [4.39, -0.24, -4.07], [3.51, 3.50, -1.30], [0.69, 2.31, 2.43], [-5.31, 3.45, -0.29], [4.35, 0.10, 0.32], [-7.78, -4.33, 4.11], [3.06, -1.00, -0.03], [6.49, -0.64, -3.53], [-0.79, -3.87, 0.95], [-7.19, -4.19, 3.21], [-2.33, -0.23, -1.93], [2.79, -1.64, 5.10], [5.89, -3.20, -3.52], [-0.64, -1.31, 0.14], [-6.18, 3.71, 2.33], [0.52, 1.09, -1.56], [3.28, -1.00, -4.27], [5.52, -1.05, -3.76], [-5.10, 2.89, 2.04], [0.44, 1.69, 6.78], [-1.89, -1.46, -4.20], [0.98, 2.23, 1.40], [-0.48, -2.97, -3.65], [5.69, 2.02, -0.17], [0.14, -3.02, -1.31], [0.47, -2.80, 1.54], [-5.81, -2.59, 3.88], [2.41, 2.86, -2.53], [2.92, 2.63, -1.59], [2.04, 2.78, 0.75], [3.58, -2.68, -4.09], [5.93, 2.84, -0.83], [-1.39, 0.21, 0.93], [3.30, 0.56, -2.06], [0.78, -0.05, 4.92], [4.41, 1.26, -4.09], [-6.38, 4.28, 0.01], [4.79, 1.79, -2.83], [-8.13, -5.67, 1.87], [5.16, 1.62, -4.80], [6.42, 1.83, 0.99], [0.22, -3.54, -2.58], [1.95, 2.35, -0.56], [4.65, 1.16, -0.53], [-2.71, 1.58, 1.42], [-0.62, -1.84, -1.04], [0.84, -4.42, -2.72], [-1.38, -1.31, -2.13], [0.77, -4.55, 1.48], [-6.13, -3.25, 3.09], [-1.29, -1.89, -3.40], [4.81, -0.92, 2.15], [3.88, 1.45, -1.79], [5.07, -0.10, 1.49], [-7.67, 5.05, 1.55], [-4.66, 2.75, 0.73], [6.10, 0.76, 1.81]],
  "mulliken_charge": [-0.4615, 0.4182, 0.3461, -0.0025, 0.3618, -0.0935, -0.4956, 0.2126, -0.1883, 0.2314, -0.1282, -0.6238, -0.2900, 0.5672, 0.4106, -0.5502, 0.3264, 0.5302, 0.4266, -0.3764, -0.3346, 1.0110, -0.2554, -0.2400, 0.4257, 0.1230, -0.9614, 0.3648, 0.0141, 0.1092, 0.5687, -0.2225, 0.9352, 0.3182, 0.1820, 0.4316, 0.2870, -0.4250, -1.2988, -0.5899, 0.4180, 0.0813, -0.5929, 0.4262, 0.6010, -0.6563, -0.4095, -0.6150, 0.3819, -0.9069, -0.8270, -0.3435, -0.1158, 0.1154, 0.3670, 0.4668, -1.4854, -0.4451, -0.1125, 0.3994, 0.4341, 0.1480, -0.0274, -0.6515, -0.6244, -0.3904, 0.3409, 0.3577, -0.9472, -0.5442, 0.4114, -0.3027, -0.8492, 0.7263, 0.5172, 1.3910, 0.2918, -0.4392, -0.7188, 0.5002, 0.5973, -0.9169, 0.3509, 0.1497, 0.3843]
}


(2)
{
  "formula": "C24H44HoP2",
  "method": "wB97M-V/def2-TZVPD",
  "multiplicity": 5,
  "max_force_ev_per_a": 1.52,
  "homo_ha": [-0.389, -0.390],
  "total_charge": 1,
  "orbital_gap_ev": [7.79, 7.95],
  "e_tot_ha": -2571.406982,
  "elements": ["H", "C", "H", "C", "C", "C", "C", "C", "P", "H", "H", "H", "H", "H", "H", "C", "C", "H", "H", "C", "H", "C", "C", "H", "C", "H", "H", "H", "C", "H", "C", "H", "H", "H", "H", "H", "C", "C", "H", "H", "H", "H", "H", "C", "H", "C", "H", "H", "H", "H", "H", "C", "P", "C", "H", "H", "H", "C", "Ho", "C", "H", "H", "H", "H", "H", "C", "H", "H", "H", "C", "H"],
  "coordinates": [[1.61, -3.03, 1.29], [0.34, -0.44, -5.85], [-0.63, 1.84, -6.29], [0.64, -0.81, 4.61], [2.62, 2.25, 0.63], [0.08, 1.20, -0.70], [-1.54, -1.18, -1.17], [0.75, -3.39, 1.87], [1.59, 0.79, 0.36], [2.21, 0.59, 5.04], [1.14, 3.12, -5.24], [3.54, 1.92, 1.14], [-2.02, -2.97, 1.84], [1.00, -4.38, 2.27], [3.06, -1.93, 2.41], [1.34, 1.26, -4.21], [-0.52, 2.38, 2.88], [-3.71, 0.42, 0.26], [-1.65, -0.85, -2.21], [-0.82, 2.22, -5.28], [-0.86, -1.88, -4.76], [-2.17, -2.63, 2.88], [1.28, 0.04, -4.77], [-0.16, 2.27, -0.59], [-1.03, -0.95, -5.34], [-2.55, -3.48, 3.46], [2.10, 2.94, 1.31], [-1.73, 0.73, 4.99], [2.83, -1.58, 3.43], [2.72, 0.06, -1.69], [-1.84, 0.00, -4.51], [1.37, -0.05, 6.47], [0.58, 1.17, 5.44], [-0.53, 3.09, 2.02], [3.51, -0.53, -0.18], [3.22, -0.56, 3.54], [-2.90, 1.12, -0.01], [2.55, -0.34, -0.69], [-1.96, -0.60, 6.15], [0.83, -1.29, -6.36], [2.89, 2.77, -0.30], [0.36, 3.07, -3.67], [-2.64, -0.47, -3.94], [1.37, -1.64, 3.69], [2.01, -1.30, -0.76], [0.54, 2.47, -4.58], [-1.62, -1.27, -6.22], [-0.10, -3.51, 1.18], [-1.52, 2.49, 3.37], [-1.30, 3.20, -5.41], [-3.12, 1.59, -0.97], [-1.77, 1.34, -4.51], [-1.35, 0.18, 0.00], [-0.77, -1.12, 4.46], [0.26, 0.95, -1.76], [-2.84, -0.61, 4.60], [-2.95, -1.85, 2.88], [1.23, 0.28, 5.43], [-0.05, 0.01, 2.41], [-1.88, -0.35, 5.08], [-0.66, -1.85, -1.09], [3.38, -2.23, 4.14], [-2.52, 1.88, -3.92], [2.02, -0.70, -4.44], [0.22, 2.79, 3.60], [-0.89, -2.12, 3.45], [0.17, 0.32, -6.62], [-2.86, 1.88, 0.78], [-2.43, -1.76, -0.86], [0.42, -2.44, 2.97], [2.13, 1.44, -3.48]],
  "mulliken_charge": [0.2810, -0.9814, 0.3366, 0.4487, -1.2865, -0.3861, -0.7896, -1.2789, 0.9249, 0.2770, 0.3930, 0.4038, 0.2721, 0.2908, 0.2861, -0.6001, -1.6343, 0.4049, -0.2481, -1.0216, 0.2721, -1.4075, -0.0927, 0.5173, -0.5807, 0.3166, 0.3404, 0.3078, -1.3438, 0.2793, -0.7427, 0.3430, 0.3059, 0.3885, 0.4592, 0.3170, -1.2377, -1.1394, 0.3332, 0.4184, 0.3951, 0.2720, 0.8426, 0.5000, 0.2537, -0.5148, 0.3406, 0.2940, 0.4050, 0.4169, 0.3324, -0.2272, 1.0028, 0.3524, -0.3537, 0.3077, 0.3442, -1.1325, 0.1921, -1.1563, 0.3084, 0.3295, 0.3793, 0.3689, 0.3960, 0.4772, 0.3084, 0.3425, 0.4918, 0.0656, 0.5193]
}